# 1
Entry from OMol25: a cluster of 2 separate species, ClH4N2OP in total (the ωB97M-V functional and the def2-TZVPD basis).

Geometry as ORCA input:
```
! wB97M-V def2-TZVPD RIJCOSX def2/J DEFGRID3
* xyz 0 1
N -0.774 -0.797 -0.519
N -0.219 1.442 0.691
O 1.485 -0.980 1.748
P -0.826 -0.036 0.910
Cl 2.108 -1.634 0.339
H 0.289 -0.934 -0.661
H -1.228 -1.704 -0.589
H 0.113 1.697 -0.212
H 0.331 1.776 1.469
*
```

Output
- HOMO (eV) = -8.43
- total energy (hartree) = -988.60992
- gap between HOMO and LUMO (Eh) = 0.297
- max |F| (Eh/bohr) = 0.061



# 2
Entry from OMol25: an isolated molecule of CH3Cl2PS2 (the ωB97M-V functional and the def2-TZVPD basis).

Geometry as ORCA input:
```
! wB97M-V def2-TZVPD RIJCOSX def2/J DEFGRID3
* xyz 0 1
C -0.317 -0.261 -1.074
P -2.959 0.025 -0.036
S -2.512 -2.253 0.165
S -1.255 1.197 -0.514
Cl -4.521 0.501 -1.085
Cl -3.446 0.576 1.834
H 0.580 0.139 -1.368
H -0.802 -0.893 -1.931
H 0.056 -0.987 -0.270
*
```

Output
- SMILES = CSP(=S)(Cl)Cl
- HOMO (eV) = -8.63
- total energy (hartree) = -2098.02330
- gap between HOMO and LUMO (Eh) = 0.290
- max |F| (Eh/bohr) = 0.103



# 3
Entry from OMol25: a cluster of 2 separate species, C10H19BrSi in total (the ωB97M-V functional and the def2-TZVPD basis).

Geometry as ORCA input:
```
! wB97M-V def2-TZVPD RIJCOSX def2/J DEFGRID3
* xyz 0 1
C -2.322 -0.712 2.624
C 3.690 2.275 0.069
C -1.044 -0.386 2.574
C 2.454 2.858 0.150
C -1.669 -0.381 -1.035
C 0.423 0.048 -2.328
C -0.129 -2.273 -1.579
C 0.037 -1.250 2.026
C 1.768 3.113 1.319
C -0.208 -0.788 -1.216
Si 0.736 -0.460 0.427
Br 2.881 -1.117 0.164
H -3.073 -0.041 3.003
H -2.682 -1.672 2.290
H 4.169 2.108 -0.879
H 4.226 1.969 0.949
H -0.721 0.587 2.919
H 1.973 3.134 -0.783
H -2.149 -0.975 -0.261
H -1.755 0.665 -0.750
H -2.216 -0.525 -1.965
H 0.316 1.105 -2.113
H -0.054 -0.163 -3.283
H 1.482 -0.170 -2.433
H 0.897 -2.574 -1.785
H -0.521 -2.901 -0.778
H -0.723 -2.466 -2.473
H -0.338 -2.258 1.838
H 0.855 -1.324 2.744
H 0.811 3.607 1.309
H 2.202 2.886 2.276
*
```

Output
- HOMO (alpha / beta) (eV) = -7.69 / -7.23
- total energy (hartree) = -3255.84687
- gap between HOMO and LUMO (alpha / beta) (Eh) = 0.263 / 0.260
- max |F| (Eh/bohr) = 0.008



# 4
Entry from OMol25: a structure of composition C19H28FO2Pb (the ωB97M-V functional and the def2-TZVPD basis).

Geometry as ORCA input:
```
! wB97M-V def2-TZVPD RIJCOSX def2/J DEFGRID3
* xyz 1 1
O -0.137 0.089 0.828
C 0.904 -0.466 -0.075
C 0.408 0.443 -1.195
H 0.721 -1.543 -0.193
H 1.916 -0.280 0.319
C -0.738 0.852 -0.235
H 0.089 -0.070 -2.094
H 1.087 1.269 -1.405
C -2.070 0.230 -0.589
H -1.995 -0.868 -0.609
H -2.381 0.577 -1.590
H -2.859 0.518 0.126
C -0.849 2.317 0.104
H 0.142 2.772 0.240
H -1.442 2.473 1.025
H -1.363 2.843 -0.720
Pb 0.016 -0.035 3.025
C 0.862 1.617 4.689
C 1.825 0.536 4.570
C 2.377 0.589 3.227
H 2.047 -0.226 5.332
C 1.746 1.674 2.519
C 0.799 2.308 3.411
H 0.141 3.160 3.166
H 0.259 1.845 5.581
H 3.082 -0.134 2.799
H 1.939 1.958 1.478
C -1.506 -0.427 4.994
C -1.982 0.775 4.341
C -2.397 0.424 2.995
H -1.988 1.794 4.763
C -2.177 -1.005 2.823
C -1.650 -1.528 4.065
H -1.311 -2.561 4.233
H -1.073 -0.492 6.006
H -2.804 1.123 2.249
H -2.325 -1.580 1.900
O 0.679 -1.633 -4.250
C 0.232 -0.535 -5.102
C 0.392 -0.919 -6.581
H 0.853 0.369 -4.875
H -0.812 -0.294 -4.822
C 1.610 -1.873 -6.512
H 0.540 -0.070 -7.230
H -0.491 -1.494 -6.896
C 1.375 -2.563 -5.156
H 2.529 -1.270 -6.452
H 1.668 -2.562 -7.340
H 2.311 -2.880 -4.664
H 0.745 -3.473 -5.302
F 1.054 -1.771 3.074
*
```

Output
- HOMO (eV) = -11.76
- total energy (hartree) = -1183.48060
- gap between HOMO and LUMO (Eh) = 0.222
- max |F| (Eh/bohr) = 0.041



# 5
Entry from OMol25: a cluster of 2 separate species, C4H4N2O in total (the ωB97M-V functional and the def2-TZVPD basis).

Geometry as ORCA input:
```
! wB97M-V def2-TZVPD RIJCOSX def2/J DEFGRID3
* xyz 0 1
O -1.764 0.756 -1.667
C -1.471 -0.022 -0.863
C -1.274 -0.994 0.022
C -0.075 -1.171 0.804
N 0.960 -0.432 0.726
C 1.376 2.056 -0.667
N 1.228 3.008 -1.317
H -2.095 -1.691 0.134
H -0.120 -2.018 1.489
H 1.678 -0.733 1.380
H 1.558 1.241 -0.043
*
```

Output
- SMILES = [H]/N=C/C=C=O.C#N
- HOMO (eV) = -9.66
- total energy (hartree) = -339.50172
- gap between HOMO and LUMO (Eh) = 0.362
- max |F| (Eh/bohr) = 0.078



# 6
Entry from OMol25: a structure of composition C27H24BaN10O3S (the ωB97M-V functional and the def2-TZVPD basis).

Geometry as ORCA input:
```
! wB97M-V def2-TZVPD RIJCOSX def2/J DEFGRID3
* xyz 0 1
Ba 0.315 -0.885 0.378
O -3.678 -0.542 -0.544
C -2.871 -1.220 0.156
N -1.967 -2.095 -0.214
C -2.044 -2.602 -1.545
C -3.281 -3.021 -2.034
C -3.412 -3.581 -3.289
C -2.280 -3.723 -4.079
C -1.041 -3.334 -3.603
C -0.881 -2.776 -2.324
N 0.349 -2.298 -1.810
C 1.496 -2.679 -2.392
O 1.711 -3.535 -3.255
C 2.747 -1.921 -1.941
C 3.835 -1.901 -2.813
C 4.974 -1.209 -2.455
C 5.017 -0.568 -1.223
C 3.903 -0.649 -0.414
N 2.789 -1.300 -0.762
C -2.916 -0.906 1.641
C -4.148 -0.666 2.244
C -4.185 -0.370 3.592
C -2.991 -0.281 4.296
C -1.812 -0.497 3.611
N -1.768 -0.815 2.314
H -4.151 -2.894 -1.404
H -4.383 -3.901 -3.644
H -2.352 -4.152 -5.071
H -0.170 -3.476 -4.220
H 3.746 -2.440 -3.745
H 5.824 -1.169 -3.124
H 5.891 -0.020 -0.899
H 3.893 -0.167 0.560
H -5.042 -0.716 1.639
H -5.131 -0.203 4.091
H -2.973 -0.041 5.350
H -0.854 -0.408 4.111
C -3.792 2.651 -2.011
C -2.328 2.828 -2.143
N -1.704 3.492 -3.063
N -0.381 3.319 -2.763
C -0.161 2.548 -1.694
S 1.318 2.037 -1.067
N -1.422 2.251 -1.277
N -1.712 1.405 -0.210
H -4.280 3.126 -2.857
H -4.154 3.107 -1.088
H -4.047 1.590 -1.982
H 0.333 3.702 -3.358
H -2.526 0.813 -0.470
H -1.982 1.965 0.594
N 2.859 4.074 1.569
C 3.382 3.605 2.728
O 4.082 4.279 3.459
C 3.046 2.184 3.098
C 3.769 1.579 4.118
C 3.476 0.272 4.462
C 2.468 -0.384 3.773
N 1.756 0.187 2.800
C 2.044 1.453 2.481
H 3.143 5.000 1.296
H 2.433 3.488 0.867
H 4.543 2.149 4.614
H 4.017 -0.237 5.246
H 2.218 -1.412 4.009
H 1.441 1.889 1.691
*
```

Output
- HOMO (eV) = -6.66
- total energy (hartree) = -2240.42180
- gap between HOMO and LUMO (Eh) = 0.235
- max |F| (Eh/bohr) = 0.009



# 7
Entry from OMol25: an isolated molecule of C2H3NO2S (the ωB97M-V functional and the def2-TZVPD basis).

Geometry as ORCA input:
```
! wB97M-V def2-TZVPD RIJCOSX def2/J DEFGRID3
* xyz 0 3
C 0.100 2.044 1.132
C 0.032 0.950 0.638
N 0.865 -1.199 -0.654
O -1.576 0.120 -1.492
O -1.151 -1.486 0.738
S -0.530 -0.529 -0.096
H -0.082 2.847 1.785
H 1.208 -0.611 -1.525
H 1.134 -2.135 -0.527
*
```

Output
- expectation value of S² = 2.0131
- HOMO (alpha / beta) (eV) = -6.48 / -10.60
- total energy (hartree) = -681.10791
- gap between HOMO and LUMO (alpha / beta) (Eh) = 0.255 / 0.323
- max |F| (Eh/bohr) = 0.094



# 8
Entry from OMol25: an isolated molecule of C2H6BrOP (the ωB97M-V functional and the def2-TZVPD basis).

Geometry as ORCA input:
```
! wB97M-V def2-TZVPD RIJCOSX def2/J DEFGRID3
* xyz 0 1
C 1.342 0.236 0.716
C 0.724 0.774 -0.544
O -0.773 -1.354 -0.035
P -0.848 0.090 -0.825
Br -3.472 -0.127 -0.185
H 1.585 -0.822 0.733
H 2.235 0.834 0.733
H 0.716 0.398 1.602
H 1.176 1.781 -0.802
H -1.428 -1.513 0.665
H -1.256 -0.298 -2.056
*
```

Output
- SMILES = CC=[P@@H](O)Br
- HOMO (eV) = -8.76
- total energy (hartree) = -3070.34502
- gap between HOMO and LUMO (Eh) = 0.275
- max |F| (Eh/bohr) = 0.055



# 9
Entry from OMol25: a cluster of 2 separate species, C4H8O3 in total (the ωB97M-V functional and the def2-TZVPD basis).

Geometry as ORCA input:
```
! wB97M-V def2-TZVPD RIJCOSX def2/J DEFGRID3
* xyz 0 1
C -1.267 2.068 0.678
O -1.919 1.352 -0.044
C 0.212 0.161 -1.305
O 0.993 1.084 -1.408
C 0.160 -0.639 -0.003
C 0.691 -2.054 -0.206
O 0.910 0.061 0.959
H -0.455 2.716 0.295
H -1.455 2.110 1.764
H -0.428 -0.115 -2.163
H -0.877 -0.711 0.343
H 0.062 -2.605 -0.914
H 0.673 -2.586 0.750
H 1.720 -2.012 -0.573
H 1.463 0.679 0.446
*
```

Output
- SMILES = C[C@@H](O)C=O.C=O
- HOMO (eV) = -10.30
- total energy (hartree) = -382.88604
- gap between HOMO and LUMO (Eh) = 0.405
- max |F| (Eh/bohr) = 0.011



# 10
Entry from OMol25: a cluster of 7 separate species, C4H22NO7 in total (the ωB97M-V functional and the def2-TZVPD basis).

Geometry as ORCA input:
```
! wB97M-V def2-TZVPD RIJCOSX def2/J DEFGRID3
* xyz 1 1
O 3.340 0.379 1.932
C 2.281 0.492 2.472
C 1.030 0.926 1.640
N 1.075 0.949 0.240
C 1.845 -0.154 -0.500
C 0.201 2.166 2.112
H 2.042 0.358 3.625
H 0.448 -0.018 1.998
H 0.152 1.032 -0.151
H 1.427 1.953 -0.038
H 1.990 -0.974 0.221
H 2.903 0.225 -0.601
H 1.224 -0.499 -1.358
H -0.807 2.525 1.519
H 0.893 2.944 2.096
H -0.093 1.868 3.173
H -0.775 -1.918 -0.896
H -1.685 -2.845 -0.012
O -1.044 -2.114 0.014
H 1.483 3.668 -1.821
H 0.668 4.414 -0.970
O 1.212 3.673 -0.915
H -0.121 -3.899 -0.514
H -0.050 -4.013 -2.007
O -0.360 -4.261 -1.210
H -2.093 0.283 -1.585
H -1.293 -0.314 -0.317
O -1.475 0.470 -0.854
H -4.363 -1.251 0.618
H -3.560 -0.168 0.855
O -4.299 -0.402 0.270
H -0.152 -2.214 -3.503
H -1.514 -1.753 -2.767
O -0.530 -1.527 -2.768
*
```

Output
- HOMO (eV) = -13.74
- total energy (hartree) = -746.68041
- gap between HOMO and LUMO (Eh) = 0.398
- max |F| (Eh/bohr) = 0.229



# 11
Entry from OMol25: a structure of composition C40H57BN9O3PSm (the ωB97M-V functional and the def2-TZVPD basis).

Geometry as ORCA input:
```
! wB97M-V def2-TZVPD RIJCOSX def2/J DEFGRID3
* xyz 1 6
Sm -0.206 -0.596 -0.163
C -3.469 -3.718 -1.401
C -2.116 -3.409 -1.309
N -1.930 -2.087 -1.261
N -3.157 -1.535 -1.354
C -4.093 -2.490 -1.430
B -3.418 -0.037 -1.631
N -3.252 0.793 -0.353
C -4.158 1.634 0.161
C -3.663 2.142 1.343
C -2.418 1.537 1.482
N -2.172 0.731 0.448
N -2.396 0.422 -2.666
C -2.666 0.707 -3.947
C -1.478 0.981 -4.588
C -0.517 0.836 -3.591
N -1.076 0.495 -2.430
H -3.927 -4.683 -1.457
H -1.286 -4.091 -1.314
H -5.134 -2.239 -1.500
H -4.517 0.101 -2.042
H -5.081 1.818 -0.346
H -4.133 2.840 2.001
H -1.700 1.644 2.275
H -3.673 0.708 -4.314
H -1.333 1.234 -5.618
H 0.540 0.996 -3.679
O 1.353 -0.760 -2.064
C 1.335 -1.951 -2.845
C 2.607 -2.775 -2.632
C 3.051 -2.789 -1.161
C 2.203 -3.650 -0.271
C 2.774 -4.791 0.292
C 2.030 -5.599 1.131
C 0.703 -5.265 1.341
C 0.212 -4.120 0.740
N 0.935 -3.295 -0.027
H 2.130 -0.245 -2.334
H 1.217 -1.695 -3.908
H 0.453 -2.509 -2.513
H 3.421 -2.346 -3.220
H 2.436 -3.792 -2.984
H 3.039 -1.774 -0.758
H 4.077 -3.158 -1.119
H 3.800 -5.035 0.072
H 2.468 -6.463 1.604
H 0.061 -5.866 1.964
H -0.824 -3.858 0.889
C 0.384 4.381 -4.013
C 1.616 4.029 -3.180
C 2.659 3.384 -4.088
P 1.191 2.923 -1.694
C 2.779 3.072 -0.675
C 3.506 4.412 -0.679
C 3.718 1.912 -1.021
C 0.070 4.166 -0.811
C -1.370 3.823 -1.193
C 0.206 4.093 0.706
H 0.699 4.853 -4.943
H -0.260 5.087 -3.498
H -0.191 3.493 -4.268
H 2.030 4.959 -2.776
H 2.303 2.432 -4.478
H 3.600 3.226 -3.569
H 2.862 4.035 -4.937
H 2.426 2.889 0.346
H 4.004 4.603 -1.626
H 4.271 4.411 0.099
H 2.825 5.236 -0.473
H 4.023 1.930 -2.065
H 3.219 0.967 -0.807
H 4.619 1.967 -0.410
H 0.315 5.178 -1.154
H -1.570 2.792 -0.905
H -1.552 3.921 -2.258
H -2.070 4.473 -0.670
H 0.165 3.056 1.034
H -0.620 4.625 1.175
H 1.135 4.540 1.053
C -4.771 -3.513 3.038
C -3.590 -4.012 3.564
C -2.385 -3.423 3.245
C -2.326 -2.327 2.370
C -3.518 -1.845 1.839
C -4.724 -2.430 2.178
N -1.038 -1.856 2.049
C -0.290 -1.554 3.090
C 1.120 -1.860 3.126
C 1.873 -1.553 4.193
C 1.389 -0.664 5.265
C -0.084 -0.529 5.283
C -0.859 -0.989 4.294
H -5.713 -3.962 3.307
H -3.606 -4.862 4.231
H -1.462 -3.812 3.655
H -3.507 -0.998 1.180
H -5.638 -2.029 1.771
H 1.521 -2.480 2.335
H 2.877 -1.943 4.282
H 1.785 -0.945 6.243
H -0.516 0.004 6.118
H -1.934 -0.872 4.323
N 2.091 1.729 3.661
C 2.707 1.023 2.548
C 1.683 0.481 1.556
O 2.048 -0.374 0.715
O 0.518 0.934 1.571
H 2.657 2.522 3.942
H 1.792 0.351 5.033
H 1.181 2.076 3.366
H 3.297 0.185 2.928
H 3.378 1.660 1.961
*
```

Output
- expectation value of S² = 8.7564
- HOMO (alpha / beta) (eV) = -10.44 / -10.44
- total energy (hartree) = -3301.15371
- gap between HOMO and LUMO (alpha / beta) (Eh) = 0.286 / 0.288
- max |F| (Eh/bohr) = 0.030



# 12
Entry from OMol25: a structure of composition C41H65As3F5N5SSbSi3W (the ωB97M-V functional and the def2-TZVPD basis).

Geometry as ORCA input:
```
! wB97M-V def2-TZVPD RIJCOSX def2/J DEFGRID3
* xyz 1 3
W -0.880 0.148 -0.058
C 4.034 -0.635 3.202
As 2.889 0.683 2.302
C 2.784 1.957 3.798
C 4.208 1.704 1.275
C 4.583 1.149 -0.091
C 5.217 -0.232 0.022
C 3.406 1.129 -1.090
As 1.766 -0.004 -1.208
C 1.551 0.446 -3.093
C 2.507 -1.800 -1.337
C 5.585 2.132 -0.744
As 7.450 2.514 -0.153
C 8.352 0.858 -0.701
C 7.490 2.185 1.784
H 4.157 -1.531 2.598
H 3.552 -0.915 4.139
H 5.016 -0.217 3.427
H 1.768 2.032 4.175
H 3.442 1.643 4.609
H 3.102 2.943 3.459
H 5.093 1.799 1.911
H 3.796 2.711 1.158
H 4.496 -0.982 0.344
H 6.030 -0.227 0.746
H 5.626 -0.553 -0.936
H 3.841 0.838 -2.053
H 3.033 2.150 -1.238
H 2.503 0.251 -3.589
H 1.312 1.500 -3.209
H 0.774 -0.162 -3.534
H 3.513 -1.722 -1.746
H 1.871 -2.389 -1.996
H 2.557 -2.278 -0.359
H 5.108 3.115 -0.810
H 5.765 1.823 -1.780
H 8.214 0.705 -1.770
H 8.009 -0.022 -0.163
H 9.418 0.988 -0.518
H 6.845 2.886 2.312
H 8.516 2.373 2.101
H 7.227 1.161 2.053
C -4.537 2.263 1.843
Sb -3.617 0.977 0.404
C -1.110 1.238 1.589
C -1.292 0.800 3.000
C -0.232 0.183 3.666
C -0.346 -0.075 5.018
C -1.519 0.278 5.668
C -2.533 0.845 4.915
N -2.442 1.098 3.610
Si -0.774 3.176 1.510
C 0.931 3.457 0.769
C -2.044 4.129 0.507
C -0.749 3.858 3.265
C -4.148 -1.062 1.107
C -2.858 -1.627 1.558
C -2.655 -2.308 2.766
C -1.395 -2.740 3.149
C -0.317 -2.606 2.283
C -0.543 -2.014 1.041
N -1.774 -1.495 0.750
Si -4.702 -2.055 -0.526
C -4.502 -0.997 -2.059
C -3.704 -3.639 -0.562
C -6.519 -2.544 -0.595
Si -5.612 -1.214 2.351
C -5.373 -0.550 4.095
C -7.073 -0.254 1.672
C -5.976 -3.047 2.630
H -3.796 2.923 2.279
H -4.969 1.660 2.628
H -5.296 2.830 1.311
H 0.655 -0.085 3.110
H 0.470 -0.538 5.556
H -1.652 0.124 6.728
H -3.465 1.123 5.388
H 1.249 2.664 0.085
H 1.675 3.532 1.559
H 0.940 4.400 0.223
H -1.587 5.111 0.349
H -2.983 4.300 1.022
H -2.263 3.733 -0.483
H -0.572 3.105 4.028
H -1.682 4.360 3.517
H 0.049 4.596 3.342
H -3.492 -2.465 3.424
H -1.260 -3.231 4.102
H 0.648 -3.034 2.511
H 0.091 -2.303 0.194
H -3.523 -0.543 -2.206
H -5.256 -0.207 -2.079
H -4.701 -1.643 -2.919
H -3.767 -4.177 0.384
H -2.659 -3.480 -0.806
H -4.124 -4.290 -1.330
H -7.126 -1.752 -1.030
H -7.001 -2.882 0.314
H -6.544 -3.380 -1.298
H -5.313 0.530 4.176
H -4.539 -0.976 4.645
H -6.284 -0.857 4.618
H -6.893 0.819 1.721
H -7.938 -0.449 2.306
H -7.358 -0.498 0.656
H -5.554 -3.367 3.582
H -5.595 -3.715 1.860
H -7.051 -3.214 2.697
N 0.065 4.214 -4.998
C -0.431 3.837 -4.031
N -1.025 3.469 -2.919
C -0.889 2.499 -2.182
N -0.836 1.634 -1.364
F -3.668 -2.141 -7.188
C -3.034 -2.008 -6.031
C -2.734 -0.750 -5.534
F -3.094 0.336 -6.210
C -2.065 -0.626 -4.327
F -1.842 0.620 -3.885
C -1.677 -1.717 -3.564
S -0.826 -1.686 -2.025
C -1.996 -2.970 -4.094
F -1.662 -4.081 -3.430
C -2.658 -3.127 -5.300
F -2.934 -4.344 -5.757
*
```

Output
- expectation value of S² = 2.0965
- HOMO (alpha / beta) (eV) = -10.08 / -10.19
- total energy (hartree) = -10655.43542
- gap between HOMO and LUMO (alpha / beta) (Eh) = 0.222 / 0.205
- max |F| (Eh/bohr) = 0.037



Number 1: molecular weight 114.47 g/mol. Number 2: molecular weight 181.05 g/mol. Number 3: molecular weight 247.25 g/mol. Number 4: molecular weight 514.63 g/mol. Number 5: molecular weight 96.09 g/mol. Number 6: molecular weight 705.95 g/mol. Number 7: molecular weight 105.12 g/mol. Number 8: molecular weight 156.95 g/mol. Number 9: molecular weight 104.10 g/mol. Number 10: molecular weight 196.22 g/mol. Number 11: molecular weight 904.10 g/mol. Number 12: molecular weight 1369.69 g/mol.